Record 1
A 2-piece molecular cluster, C17H18N3O6 overall. Source: the OMol25 dataset; level of theory: ωB97M-V/def2-TZVPD.

XYZ file:
```
44
C17H18N3O6 (ωB97M-V/def2-TZVPD)
H -1.270 -1.039 -4.478
H -4.718 -2.612 -0.046
H -4.709 -2.855 -1.817
C 5.432 2.155 0.099
H 6.507 2.301 0.002
O 0.685 -0.634 -1.914
O 1.083 2.781 1.689
H 5.026 2.825 0.870
H -2.391 0.718 2.624
C 0.048 -1.275 0.926
N -2.920 -2.220 -1.043
C -2.305 2.842 2.250
C 1.660 0.471 0.412
O -0.990 3.413 2.300
O -2.304 -2.705 1.097
C -2.117 1.398 1.799
H 2.966 2.163 0.351
O 5.311 0.753 0.479
C -0.803 -1.312 -0.129
H 4.929 2.359 -0.855
H -0.416 0.335 -3.688
H -2.211 0.373 -3.926
H -3.912 -4.033 -0.738
C -4.142 -2.976 -0.896
O -3.572 -1.528 -3.161
C 3.855 -1.109 0.963
C -2.042 -2.098 0.057
H 4.740 -1.720 1.128
C 4.040 0.272 0.617
N -0.715 1.275 1.561
H -2.753 1.230 0.903
C 2.582 -1.627 1.140
C -1.336 -0.254 -3.711
H 2.428 -2.667 1.430
H 0.802 1.044 0.106
C -0.097 2.461 1.829
H -2.926 3.382 1.530
C -0.435 -0.904 -1.504
C -2.743 -1.540 -2.253
H -0.310 -1.682 1.872
C 1.440 -0.843 0.849
N -1.527 -0.853 -2.404
C 2.898 1.081 0.442
H -2.770 2.854 3.239
```

E = -1274.38704 Eh
2S+1 = 1
LUMO level = 2.59 eV
ΔE to the lowest compared entry with this formula, charge and spin = 0.404 eV
total charge = -1

---

Record 2
C27H40BIrN6S3 as an isolated structure. Source: the OMol25 dataset; level of theory: ωB97M-V/def2-TZVPD.

XYZ file:
```
78
C27H40BIrN6S3 (ωB97M-V/def2-TZVPD)
S 2.517 -2.616 -2.567
C -1.736 3.135 -1.874
H -1.003 2.774 0.171
H -0.825 -2.627 5.087
H -4.004 -1.421 -4.570
H 0.291 -6.217 1.326
H -0.207 4.669 -2.234
C -2.122 -1.146 -2.383
H -2.851 3.875 -3.621
H -1.400 -6.240 0.677
H -1.903 0.831 4.035
C 3.812 3.295 -0.147
H 6.108 -0.826 -2.128
N -1.033 -0.537 -1.726
C 2.672 -1.404 -1.745
C 3.068 0.889 -0.196
C -1.908 1.635 -2.129
H -3.752 -1.439 2.958
H -0.331 3.422 -3.531
H -2.174 0.449 2.298
H -5.000 -0.025 -4.041
H 5.028 -1.418 -3.434
C -3.112 -1.632 3.846
H 4.800 3.046 -0.588
H -3.232 -2.697 4.137
C -0.268 -3.626 0.163
N -0.722 -1.563 1.219
H -1.484 -4.047 3.325
C -1.154 -2.154 2.360
C -4.331 -0.837 -3.684
C -0.708 -4.301 1.335
H 5.234 1.502 1.449
C -2.842 4.003 -2.518
C -1.548 0.209 3.185
H -1.102 -0.939 5.629
C 3.257 2.124 0.690
C 1.917 2.568 1.313
H -0.498 0.498 2.962
Ir 0.135 -2.616 -2.590
H 0.460 3.023 -1.962
H 0.135 -2.616 -0.866
H 1.202 2.840 0.514
C 5.187 -1.412 -2.335
H 2.058 3.457 1.965
H -3.485 -1.008 4.687
N -0.964 0.791 -1.637
H 0.297 -1.322 4.559
C -0.373 3.588 -2.433
H 3.843 0.954 2.451
H -1.111 -6.146 2.446
C -1.144 -3.547 2.428
H -2.764 3.064 0.062
C -0.767 -1.564 4.773
C 3.969 -0.831 -1.641
H -3.843 3.737 -2.113
H 1.477 1.754 1.929
H 3.944 4.199 0.485
N 1.611 -0.776 -1.061
C -1.778 3.370 -0.349
H -1.616 4.443 -0.107
H 5.134 0.746 -0.768
S 0.144 -4.417 -0.987
C 4.235 1.793 1.837
C -1.640 -1.296 3.530
C -3.000 1.083 -2.804
H 3.113 3.545 -0.975
H 5.361 -2.451 -1.983
N 1.842 0.319 -0.333
H -2.671 5.080 -2.300
C 4.147 0.311 -0.861
S -2.265 -2.604 -2.567
H -3.774 1.715 -3.215
H 4.375 2.674 2.500
C -3.120 -0.301 -2.944
B 0.131 -1.259 -0.987
N -0.282 -2.231 0.152
C -0.735 -5.812 1.456
H -4.924 -1.492 -3.011
```

E = -2704.20044 Eh
2S+1 = 5
LUMO level (alpha / beta) = -6.87 / -9.24 eV
total charge = +2

---

Record 3
One molecule with the formula C5H9N. Source: the OMol25 dataset; level of theory: ωB97M-V/def2-TZVPD.

XYZ file:
```
15
C5H9N (ωB97M-V/def2-TZVPD)
H 1.197 -1.471 -1.633
C -1.234 0.613 2.161
H -0.327 1.620 -0.625
H 2.509 -0.742 -2.317
H -1.995 0.671 2.929
H 0.200 -1.233 0.417
H -2.526 -0.487 0.955
C 0.162 0.660 -0.597
C -0.554 -0.547 0.026
H 2.073 1.307 -1.300
C 1.393 0.486 -1.101
N 1.892 -0.746 -1.523
H -0.268 1.068 2.330
H -1.011 -1.069 -0.826
C -1.511 -0.129 1.104
```

E = -250.60589 Eh
2S+1 = 1
LUMO level = 1.11 eV
structure (SMILES) = C=CC/C=C\N
ΔE to the lowest compared entry with this formula, charge and spin = 1.661 eV
total charge = 0

---

Record 4
A 2-piece molecular cluster, C7H14NO3PS overall. Source: the OMol25 dataset; level of theory: ωB97M-V/def2-TZVPD.

XYZ file:
```
27
C7H14NO3PS (ωB97M-V/def2-TZVPD)
H 2.510 2.955 0.258
H -2.146 2.669 0.621
C 2.112 0.606 0.209
H 4.117 -1.526 -0.689
H 1.635 -2.606 0.880
O 1.803 1.466 -0.847
C 1.843 2.877 -0.553
H 0.178 -0.048 -1.587
H -2.370 -2.440 -1.339
N -0.101 -0.898 -1.118
C 3.060 -1.806 -0.673
H 0.784 3.108 -0.422
C -1.832 1.619 0.958
H 2.814 -2.440 -1.481
C -2.633 -1.445 -0.949
C 2.373 -1.953 0.699
H 2.888 -1.874 1.606
H 1.989 3.333 -1.609
S -0.711 -1.298 1.711
P -1.246 -0.680 -0.070
H -3.059 -0.750 -1.617
O -1.471 0.996 -0.211
H -1.226 1.630 1.747
H -3.317 -1.535 -0.039
C 2.093 -0.794 -0.222
H -2.799 1.042 1.321
O 2.374 1.044 1.310
```

E = -1294.98673 Eh
2S+1 = 1
LUMO level (alpha / beta) = -1.55 / -1.40 eV
ΔE to the lowest compared entry with this formula, charge and spin = 5.231 eV
total charge = 0

---

Record 5
One molecule with the formula H3N3O2S. Source: the OMol25 dataset; level of theory: ωB97M-V/def2-TZVPD.

XYZ file:
```
9
H3N3O2S (ωB97M-V/def2-TZVPD)
O -2.169 0.843 0.420
H 2.871 1.121 -0.450
H 2.304 0.055 0.775
N 1.006 0.589 -0.738
S -1.626 -0.095 -0.567
N 2.200 0.538 -0.189
N 0.005 -0.055 -0.038
O -2.065 -1.549 -0.015
H -2.526 -1.447 0.802
```

E = -714.61709 Eh
2S+1 = 1
LUMO level = 0.03 eV
ΔE to the lowest compared entry with this formula, charge and spin = 0.414 eV
total charge = 0

---

Record 6
A 2-piece molecular cluster, CH3NOP2 overall. Source: the OMol25 dataset; level of theory: ωB97M-V/def2-TZVPD.

XYZ file:
```
8
CH3NOP2 (ωB97M-V/def2-TZVPD)
C -2.390 -0.555 0.462
N 0.747 0.231 -0.012
O -3.009 -1.013 -0.448
P 2.440 0.152 0.172
H 2.989 1.233 -0.797
H -2.799 -0.352 1.442
H 2.552 -0.843 -0.868
P -0.531 1.146 0.048
```

E = -852.47406 Eh
2S+1 = 1
LUMO level (alpha / beta) = -0.82 / -0.82 eV
ΔE to the lowest compared entry with this formula, charge and spin = 1.656 eV
total charge = 0

---

- Which value of E does entry 6 give?
  -852.47406 Eh